No. 1
The following is a quantum chemistry calculation of a 2-piece molecular cluster, C5H14O3 overall in a non-equilibrium geometry, from the Open Molecules 2025 dataset.

XYZ file:
```
22
C5H14O3 | the Open Molecules 2025 dataset | ωB97M-V/def2-TZVPD
O -3.470 0.071 0.489
C -2.396 0.408 -0.648
C -1.229 -0.549 -0.681
C -0.170 -0.073 0.272
C 1.137 -0.930 0.249
C 2.419 -0.159 0.933
O 2.818 -0.683 2.161
H -3.486 -0.919 0.697
H -2.961 0.174 -1.517
H -2.194 1.536 -0.610
H -0.710 -0.609 -1.724
H -1.576 -1.592 -0.508
H -0.598 0.049 1.383
H 0.011 1.057 0.109
H 0.923 -1.789 0.794
H 1.450 -1.197 -0.841
H 2.123 0.855 1.047
H 3.343 -0.299 0.357
H 2.064 -1.236 2.560
O 0.829 2.309 -1.749
H 0.275 2.092 -0.947
H 1.398 1.485 -1.825
```

Values from the calculation:
Energy above the lowest of the compared OMol25 structures with the same formula, charge and spin, kJ/mol: 195.3
Structure (SMILES): OCCCCCO.O
Molecular weight, g/mol: 122.16
Orbital gap, eV: 11.02
Highest occupied orbital energy, eV: -10.3656
LUMO level, eV: 0.652
E_tot, eV: -11552.0996

natural (NBO) population analysis, charges in e, atoms 1 to 8: O -0.77; C -0.06; C -0.45; C -0.38; C -0.43; C -0.05; O -0.72; H 0.46

No. 2
The following is a quantum chemistry calculation of a 3-piece molecular cluster, C5H14O3 overall in a non-equilibrium geometry, from the Open Molecules 2025 dataset.

XYZ file:
```
22
C5H14O3 | the Open Molecules 2025 dataset | ωB97M-V/def2-TZVPD
O -2.583 0.923 1.562
C -1.732 0.077 1.557
C -0.296 0.516 1.213
C -0.098 1.504 0.056
C 1.354 1.585 -0.438
C -0.889 1.587 -1.214
H -1.847 -1.003 1.505
H 0.222 1.013 2.055
H 0.293 -0.479 1.048
H -0.319 2.494 0.635
H 1.958 2.370 0.025
H 1.449 1.958 -1.463
H 1.766 0.589 -0.165
H -0.807 0.624 -1.738
H -2.042 1.557 -1.104
H -0.767 2.448 -1.948
H -0.492 -3.187 -2.049
H 0.494 -3.504 -1.183
O -0.186 -2.727 -1.191
H 1.881 -2.450 0.445
H 1.120 -2.689 1.576
O 1.524 -3.204 0.817
```

Values from the calculation:
Spin multiplicity: 2
Energy above the lowest of the compared OMol25 structures with the same formula, charge and spin, kJ/mol: 215.9
Molecular weight, g/mol: 122.16
Orbital gap (spin up / spin down), eV: 8.39 / 4.87
Total charge: +1
Highest occupied orbital energy (spin up / spin down), eV: -14.5574 / -14.5556
LUMO level (spin up / spin down), eV: -6.168 / -9.690
E_tot, eV: -11542.3131

natural (NBO) population analysis, charges in e, atoms 1 to 8: O -0.05; C 0.46; C -0.46; C -0.23; C -0.61; C -0.63; H 0.31; H 0.31

No. 3
The following is a quantum chemistry calculation of a 3-piece molecular cluster, C5H14O4 overall, from the Open Molecules 2025 dataset.

XYZ file:
```
23
C5H14O4 | the Open Molecules 2025 dataset | ωB97M-V/def2-TZVPD
C -0.158 2.018 0.828
C 0.583 -0.109 1.722
C -0.879 2.560 -0.392
O 0.061 0.632 0.600
O 1.043 2.695 1.103
H 1.591 2.688 0.307
H -0.758 2.135 1.736
H 1.501 0.356 2.085
H -0.163 -0.129 2.523
H 0.778 -1.121 1.361
H -1.078 3.623 -0.259
H -0.261 2.428 -1.283
H -1.821 2.034 -0.544
C 0.103 -1.669 -1.776
C -1.069 -2.030 -1.068
O 0.936 -2.948 0.049
O 0.749 -0.547 -1.648
H 0.433 -0.034 -0.850
H 1.563 -3.601 0.386
H 0.543 -2.335 -2.507
H -1.712 -2.732 -1.590
H -0.388 -2.693 -0.207
H -1.596 -1.220 -0.575
```

Values from the calculation:
Energy above the lowest of the compared OMol25 structures with the same formula, charge and spin, kJ/mol: 360.5
Molecular weight, g/mol: 138.16
Orbital gap, eV: 9.39
Highest occupied orbital energy, eV: -8.6525
LUMO level, eV: 0.735
E_tot, eV: -13599.1146

natural (NBO) population analysis, charges in e, atoms 1 to 8: C 0.38; C -0.28; C -0.65; O -0.59; O -0.71; H 0.47; H 0.16; H 0.19

No. 4
The following is a quantum chemistry calculation of a 3-piece molecular cluster, C5H14O4 overall in a non-equilibrium geometry, from the Open Molecules 2025 dataset.

XYZ file:
```
23
C5H14O4 | the Open Molecules 2025 dataset | ωB97M-V/def2-TZVPD
C 1.674 0.098 -1.037
C 1.005 -1.009 -0.237
C 0.196 -2.034 -1.118
C 0.066 -0.248 0.743
C 0.785 0.924 1.487
O 0.689 2.079 1.348
O 1.677 0.411 2.427
H 2.644 0.428 -0.768
H 1.884 -0.162 -2.156
H 1.161 1.114 -1.033
H 1.860 -1.515 0.277
H -0.700 -2.323 -0.668
H -0.228 -1.576 -1.941
H 0.722 -2.962 -1.303
H -0.403 -0.987 1.612
H -0.992 0.122 0.392
H 1.374 0.199 3.337
O -2.883 0.074 -1.489
H -1.920 -0.183 -1.280
H -3.355 -0.724 -1.605
O -2.005 2.552 1.195
H -2.140 3.136 0.498
H -1.111 2.586 1.319
```

Values from the calculation:
Energy above the lowest of the compared OMol25 structures with the same formula, charge and spin, kJ/mol: 234.6
Structure (SMILES): CC(C)CC(=O)O.O.O
Molecular weight, g/mol: 138.16
Orbital gap, eV: 11.35
Highest occupied orbital energy, eV: -10.8555
LUMO level, eV: 0.496
E_tot, eV: -13600.4193

natural (NBO) population analysis, charges in e, atoms 1 to 8: C -0.64; C -0.24; C -0.61; C -0.53; C 0.84; O -0.55; O -0.78; H 0.23

No. 5
The following is a quantum chemistry calculation of a 4-piece molecular cluster, C5H14O4 overall in a non-equilibrium geometry, from the Open Molecules 2025 dataset.

XYZ file:
```
23
C5H14O4 | the Open Molecules 2025 dataset | ωB97M-V/def2-TZVPD
C -1.868 0.572 0.101
C -3.103 -0.302 0.049
O -0.093 1.280 -1.217
O -1.127 0.284 -1.063
O -2.214 1.921 0.155
O -1.075 0.234 1.237
H 0.877 1.262 -0.068
H -1.501 2.376 -0.327
H -1.105 0.991 1.833
H -3.670 -0.086 -0.853
H -3.714 -0.092 0.925
H -2.809 -1.350 0.063
C 2.369 -0.383 -0.054
C 1.916 -1.186 1.116
C 1.860 -0.634 -1.368
H 3.340 0.097 0.030
H 1.617 1.072 0.375
H 1.231 -1.519 -1.449
H 2.355 -2.188 1.030
H 2.236 -0.754 2.063
H 0.830 -1.283 1.120
H 2.591 -0.541 -2.169
H 1.058 0.229 -1.531
```

Values from the calculation:
Energy above the lowest of the compared OMol25 structures with the same formula, charge and spin, kJ/mol: 674.3
Molecular weight, g/mol: 138.16
Orbital gap, eV: 8.53
Highest occupied orbital energy, eV: -8.9136
LUMO level, eV: -0.385
E_tot, eV: -13595.8625

natural (NBO) population analysis, charges in e, atoms 1 to 8: C 0.72; C -0.64; O -0.55; O -0.31; O -0.74; O -0.76; H 0.27; H 0.50

No. 6
The following is a quantum chemistry calculation of a 2-piece molecular cluster, C5H14S overall in a non-equilibrium geometry, from the Open Molecules 2025 dataset.

XYZ file:
```
20
C5H14S | the Open Molecules 2025 dataset | ωB97M-V/def2-TZVPD
C -0.458 -0.458 -2.670
C -1.783 -1.056 -2.221
S -1.676 -2.096 -0.729
C -1.544 -0.778 0.512
H 0.054 -0.013 -1.835
H -0.653 0.262 -3.453
H 0.191 -1.254 -3.040
H -2.542 -0.293 -2.029
H -2.241 -1.705 -2.966
H -0.963 0.032 0.080
H -2.530 -0.461 0.846
H -0.998 -1.131 1.377
C 2.288 0.468 2.080
C 1.502 1.792 1.917
H 3.271 0.483 1.619
H 2.487 0.305 3.132
H 1.671 -0.360 1.733
H 0.754 1.805 2.705
H 1.011 1.803 0.942
H 2.160 2.655 2.001
```

Values from the calculation:
Energy above the lowest of the compared OMol25 structures with the same formula, charge and spin, kJ/mol: 23.3
Structure (SMILES): CCSC.CC
Molecular weight, g/mol: 106.23
Orbital gap, eV: 9.47
Highest occupied orbital energy, eV: -8.5019
LUMO level, eV: 0.972
E_tot, eV: -16247.0596

natural (NBO) population analysis, charges in e, atoms 1 to 8: C -0.62; C -0.52; S 0.17; C -0.74; H 0.20; H 0.21; H 0.21; H 0.21

No. 7
The following is a quantum chemistry calculation of a 2-piece molecular cluster, C5H14S overall in a non-equilibrium geometry, from the Open Molecules 2025 dataset.

XYZ file:
```
20
C5H14S | the Open Molecules 2025 dataset | ωB97M-V/def2-TZVPD
C -1.786 -0.386 1.057
C -1.575 0.449 -0.217
C -2.872 1.025 -0.770
H -0.877 -0.947 1.277
H -2.109 0.242 1.886
H -2.587 -1.092 0.838
H -0.909 1.295 -0.016
H -1.060 -0.141 -0.971
H -2.743 1.887 -1.436
H -3.503 1.392 0.056
H -3.494 0.310 -1.317
C 3.348 -1.604 -0.455
S 1.599 -1.002 -0.369
C 1.883 0.656 0.324
H 3.869 -0.857 -1.044
H 3.728 -1.538 0.565
H 3.261 -2.634 -0.787
H 1.209 0.759 1.170
H 1.693 1.437 -0.403
H 2.927 0.749 0.615
```

Values from the calculation:
Energy above the lowest of the compared OMol25 structures with the same formula, charge and spin, kJ/mol: 36.2
Structure (SMILES): CCC.CSC
Molecular weight, g/mol: 106.23
Orbital gap, eV: 9.43
Highest occupied orbital energy, eV: -8.4583
LUMO level, eV: 0.976
E_tot, eV: -16246.9254

natural (NBO) population analysis, charges in e, atoms 1 to 8: C -0.61; C -0.40; C -0.61; H 0.22; H 0.20; H 0.20; H 0.19; H 0.21

No. 8
The following is a quantum chemistry calculation of a 2-piece molecular cluster, C5H14S overall in a non-equilibrium geometry, from the Open Molecules 2025 dataset.

XYZ file:
```
20
C5H14S | the Open Molecules 2025 dataset | ωB97M-V/def2-TZVPD
C 2.482 1.880 1.093
C 1.219 2.530 0.490
C -0.195 1.929 0.629
H 3.183 1.322 0.463
H 3.076 2.553 1.745
H 2.251 1.089 1.840
H 1.061 3.466 1.031
H 1.462 2.756 -0.558
H -0.879 2.489 0.010
H -0.525 1.745 1.644
H -0.116 0.885 0.296
C -1.853 -0.515 -1.219
C -0.638 -1.436 -1.432
S -0.400 -2.293 0.206
H -2.122 -0.399 -0.179
H -1.658 0.518 -1.657
H -2.560 -0.862 -1.961
H 0.226 -0.799 -1.610
H -0.663 -2.021 -2.360
H -1.730 -2.188 0.313
```

Values from the calculation:
Energy above the lowest of the compared OMol25 structures with the same formula, charge and spin, kJ/mol: 130.1
Structure (SMILES): CCC.CCS
Molecular weight, g/mol: 106.23
Orbital gap, eV: 10.02
Highest occupied orbital energy, eV: -9.0668
LUMO level, eV: 0.957
E_tot, eV: -16245.9525

natural (NBO) population analysis, charges in e, atoms 1 to 8: C -0.63; C -0.41; C -0.61; H 0.21; H 0.21; H 0.21; H 0.20; H 0.20